Entry 1:
Density functional theory data (the ωB97M-V functional and the def2-TZVPD basis) for a molecular structure, C30H44F7GaO27PS.

Summary:
Total charge: -1
Lowest unoccupied orbital energy (eV): 1.5
Orbital gap (eV): 6.04

Each line ends with the Mulliken charge.
Element x y z (Å)
C -1.663 -1.142 0.885  -0.872
C -0.708 -1.304 -0.438  0.075
O -1.420 -1.150 -1.717  -0.289
C -1.145 -2.293 -2.632  -0.633
C 0.413 -2.290 -3.198  0.482
C 0.705 -1.122 -4.315  0.000
C 2.182 -0.414 -4.196  -0.324
C 3.401 -1.508 -3.861  -0.504
Ga 4.314 -1.200 -2.032  0.114
C 6.281 -1.818 -2.219  -0.430
O 6.562 -3.143 -1.624  -0.154
O 5.823 -3.968 -2.357  -0.614
P 4.263 1.086 -1.530  0.634
O 4.609 1.339 -0.002  -0.841
S 3.364 -2.319 -0.261  0.955
C 4.643 -2.854 1.054  -0.786
O 2.443 -1.286 0.483  -0.664
O 2.559 -3.588 -0.632  -0.668
H -1.900 0.008 1.082  0.137
H -1.053 -1.573 1.801  0.308
H -2.690 -1.726 0.806  0.211
H 0.124 -0.448 -0.410  0.050
H -0.206 -2.386 -0.386  0.239
H -1.838 -2.102 -3.585  0.256
H -1.464 -3.325 -2.178  0.258
H 0.599 -3.369 -3.639  0.283
H 1.171 -2.155 -2.316  -0.524
H -0.091 -0.237 -4.229  -0.424
H 0.663 -1.645 -5.376  0.287
H 2.150 0.467 -3.426  0.027
H 2.416 0.084 -5.253  0.243
H 3.052 -2.616 -4.051  0.202
H 4.228 -1.287 -4.692  0.370
H 6.955 -0.951 -1.808  0.292
H 6.486 -1.929 -3.389  0.198
H 5.304 -4.481 -1.666  0.322
H 5.162 1.738 -2.460  -0.095
H 2.903 1.604 -1.723  -0.115
H 4.035 -2.974 2.058  0.325
H 5.487 -2.038 1.205  0.247
H 5.093 -3.920 0.814  0.188
C -3.171 1.437 4.838  -0.368
C -3.903 1.591 3.548  0.312
O -4.145 0.262 3.146  -0.231
C -4.229 -0.450 4.305  0.521
O -4.697 -1.573 4.386  -0.543
O -3.731 0.252 5.368  -0.204
F -3.121 2.182 2.617  -0.283
H -2.094 1.299 4.699  0.296
H -3.333 2.283 5.511  0.281
H -4.854 2.129 3.633  0.251
C -7.195 -3.558 4.744  -0.260
C -6.564 -3.864 6.059  0.433
O -7.412 -4.845 6.611  -0.323
C -7.941 -5.500 5.539  0.586
O -8.502 -6.581 5.607  -0.538
O -7.759 -4.801 4.378  -0.321
F -6.584 -2.780 6.867  -0.289
H -7.989 -2.807 4.819  0.256
H -6.466 -3.224 4.000  0.183
H -5.544 -4.257 5.986  0.287
C -3.791 1.929 -3.729  -0.500
C -2.367 1.500 -3.819  0.416
O -1.714 2.629 -4.353  -0.290
C -2.449 3.696 -3.929  0.624
O -2.056 4.850 -3.954  -0.582
O -3.677 3.313 -3.465  -0.211
F -2.226 0.475 -4.689  -0.314
H -4.338 1.782 -4.666  0.269
H -4.329 1.420 -2.925  0.300
H -1.916 1.235 -2.856  0.236
C 4.229 5.756 -3.082  -0.454
C 5.292 5.300 -4.023  0.334
O 5.491 3.951 -3.667  -0.299
C 4.289 3.531 -3.181  0.358
O 3.985 2.360 -3.028  -0.046
O 3.463 4.583 -2.894  -0.275
F 6.445 5.973 -3.809  -0.296
H 4.629 6.086 -2.118  0.293
H 3.618 6.559 -3.502  0.251
H 5.013 5.365 -5.080  0.293
C -5.280 8.106 -3.497  -0.427
C -4.649 7.800 -2.182  0.363
O -5.497 6.819 -1.630  -0.284
C -6.026 6.164 -2.701  0.690
O -6.587 5.083 -2.634  -0.548
O -5.845 6.863 -3.863  -0.296
F -4.669 8.883 -1.373  -0.300
H -6.074 8.857 -3.421  0.281
H -4.551 8.440 -4.240  0.270
H -3.629 7.407 -2.254  0.260
C -3.945 1.624 9.713  -0.412
C -3.049 1.625 8.522  0.347
O -2.321 2.824 8.658  -0.305
C -2.258 3.050 10.000  0.601
O -1.486 3.834 10.527  -0.533
O -3.162 2.286 10.686  -0.306
F -3.767 1.690 7.378  -0.355
H -4.870 2.186 9.547  0.285
H -4.203 0.613 10.039  0.296
H -2.357 0.777 8.480  0.337
C 7.849 -6.210 -1.467  -0.019
C 8.912 -6.665 -2.408  0.353
O 9.112 -8.014 -2.052  -0.309
C 7.910 -8.434 -1.566  0.634
O 7.605 -9.605 -1.413  -0.560
O 7.083 -7.383 -1.279  -0.277
F 10.065 -5.993 -2.194  -0.282
H 8.250 -5.880 -0.503  0.197
H 7.238 -5.406 -1.887  0.079
H 8.633 -6.600 -3.465  0.300

Entry 2:
Density functional theory data (the ωB97M-V functional and the def2-TZVPD basis) for a molecular structure, C30H44GdI2N3OSi.

Summary:
Total charge: 0
Lowest unoccupied orbital energy (alpha / beta) (eV): 0.1 / -2.1
Orbital gap (alpha / beta) (eV): 7.42 / 5.08
Multiplicity: 8
⟨S²⟩: 16.0444

Each line ends with the Löwdin spin population.
Element x y z (Å)
Gd -0.639 0.207 0.000  6.840
C -3.350 -0.163 -0.860  -0.009
C -2.846 -1.332 -0.203  0.043
C -1.849 -1.909 -1.065  0.034
C -1.740 -1.102 -2.205  -0.013
C -2.637 0.040 -2.015  0.004
C -3.134 0.899 -3.129  0.002
C -1.025 -1.427 -3.424  -0.002
C -1.304 -3.361 -0.882  0.007
C -3.377 -1.807 1.146  0.005
C -4.651 0.597 -0.496  -0.001
H -2.395 1.264 -3.818  0.000
H -3.772 1.713 -2.843  0.000
H -3.809 0.280 -3.737  0.001
H -0.073 -1.957 -3.271  0.000
H -0.757 -0.589 -4.095  0.000
H -1.609 -2.065 -4.139  -0.001
H -1.889 -4.176 -1.288  0.002
H -1.185 -3.633 0.192  0.001
H -0.253 -3.431 -1.247  0.001
H -3.711 -0.992 1.814  0.001
H -2.701 -2.367 1.720  0.000
H -4.222 -2.440 1.064  0.002
H -4.952 1.226 -1.329  0.000
H -4.452 0.926 0.552  0.000
H -5.417 -0.172 -0.421  0.000
I -4.149 1.079 4.085  0.001
C -2.045 0.994 4.267  0.001
C -1.518 1.046 5.587  0.000
C -0.135 1.056 5.808  0.000
I 0.489 1.146 7.792  0.000
C 0.723 1.019 4.654  0.000
C 2.173 1.059 4.654  0.000
C 2.934 1.040 3.526  0.000
C 2.219 0.737 2.297  0.001
N 0.917 0.696 2.219  -0.006
C 0.150 0.868 3.383  0.001
C -1.276 0.874 3.123  0.001
O -1.777 0.864 1.898  0.006
H -2.169 1.216 6.478  0.000
H 2.616 1.132 5.646  0.000
H 3.974 1.262 3.638  0.000
H 2.770 0.525 1.335  0.000
C 1.313 0.881 -2.918  0.001
N 1.290 1.561 -1.621  -0.005
C 2.642 1.421 -1.075  0.001
C 0.956 2.991 -1.852  0.000
C -0.509 3.237 -1.802  0.000
N -0.962 2.847 -0.480  -0.003
C -2.366 3.159 -0.361  0.000
C -0.275 3.548 0.617  0.000
H 2.041 1.238 -3.642  0.000
H 0.362 1.060 -3.326  0.000
H 1.235 -0.203 -2.694  0.000
H 3.387 1.547 -1.822  0.000
H 2.680 0.424 -0.612  0.001
H 2.824 2.147 -0.306  0.000
H 1.465 3.288 -2.818  0.000
H 1.449 3.608 -1.077  0.000
H -1.076 2.623 -2.549  0.000
H -0.638 4.231 -1.981  0.000
H -2.581 4.261 -0.578  0.000
H -2.788 2.889 0.602  0.000
H -2.976 2.596 -1.083  0.000
H -0.203 4.576 0.224  0.000
H 0.718 3.251 0.923  0.000
H -0.862 3.472 1.505  0.000
C 4.175 -3.553 1.263  0.000
Si 3.456 -3.304 -0.432  -0.001
C 2.814 -4.832 -1.246  0.000
C 4.700 -2.612 -1.692  0.000
C 2.152 -2.064 -0.219  0.006
C 1.299 -1.215 0.052  0.076
H 5.097 -4.132 1.120  0.000
H 3.668 -4.276 1.917  0.000
H 4.393 -2.575 1.667  0.000
H 3.518 -5.631 -1.056  0.000
H 2.721 -4.669 -2.308  0.000
H 1.834 -5.220 -0.925  0.000
H 5.271 -3.492 -2.162  0.000
H 5.417 -1.860 -1.236  0.000
H 4.213 -2.057 -2.433  0.000